Here is a 2-piece molecular cluster, C4H9NO2S overall in a non-equilibrium geometry from the OMol25 dataset. Energies are from the ωB97M-V functional and the def2-TZVPD basis.

XYZ file:
```
17
Properties=species:S:1:pos:R:3
O -1.4284 -1.5161 -0.1699
C -0.4166 -0.7367 -0.3771
N -0.4863 0.4763 0.3329
C -1.5067 0.4652 1.4549
O -1.4823 -0.7109 2.2365
C 1.1224 -1.1957 -0.3095
C 0.4718 -0.6583 -1.6251
S 2.1958 2.1039 -0.4304
H 0.2114 1.2034 0.0971
H -1.2917 1.3894 2.0841
H -2.4594 0.5071 0.9111
H -1.5310 -1.2727 1.3846
H 1.7761 -0.4043 0.0024
H 1.4308 -2.2266 -0.5054
H 0.7332 0.3892 -1.8210
H 0.0118 -1.1556 -2.5112
H 2.6491 3.3424 -0.7539
```

Properties
ΔE to the lowest compared entry with this formula, charge and spin ... 131.4 kcal per mole
LUMO energy (alpha / beta) ... -8.2 / -8.2 eV
Energy ... -760.7159 Ha
HOMO energy (alpha / beta) ... -14.8 / -14.4 eV
Gap between HOMO and LUMO (alpha / beta) ... 6.6 / 6.2 eV
2S+1 ... 2
<S²> ... 0.753
Charge ... +1

Atom charges from the natural (NBO) analysis, given in e for atoms 1 to 2: number 1, O, carries -0.455; number 2, C, carries 0.416